Molecular formula: C6H13FeNO11P2S4
Method: DFT, ωB97M-V/def2-TZVPD

Geometry as XYZ:
```
38
C6H13FeNO11P2S4 ωB97M-V/def2-TZVPD
Fe -0.23914 0.92509 0.79337
O -4.31101 -0.13810 2.21542
C -3.21596 -0.03373 1.44940
O -2.72202 1.02008 1.14935
C -2.67314 -1.37287 0.97927
O -1.27118 -1.41992 1.10117
C -0.78252 -1.63943 2.43881
C -0.80778 -0.37014 3.29842
O -1.21058 -0.46155 4.44803
O -0.38441 0.69344 2.72324
H -4.52770 0.76536 2.49987
H -3.15573 -2.19608 1.51220
H -2.88681 -1.44180 -0.08970
H -1.35827 -2.43706 2.91235
H 0.25555 -1.93989 2.30294
N 2.10548 -1.09633 -3.09970
C 1.59537 -0.14845 -2.02914
C 1.83118 1.28319 -2.47618
P 2.42108 -0.69857 -0.46383
O 3.62322 0.32801 -0.19482
O 2.99751 -2.02701 -0.82775
O 1.37564 -0.52950 0.60296
P -0.22351 -0.50502 -2.00251
O -0.35677 -1.95042 -1.33124
O -0.56550 -0.64326 -3.44566
O -0.85617 0.52981 -1.10225
H 2.85466 -0.66727 -3.63823
H 1.30263 -1.31439 -3.70849
H 2.47390 -1.90838 -2.56353
H 2.89832 1.47662 -2.61046
H 1.46215 1.97846 -1.72467
H 1.29517 1.49238 -3.40459
H 3.33681 1.05802 0.37657
H -0.30884 -1.88537 -0.36128
S -1.44723 3.78139 -0.15987
S -0.93602 4.76940 1.42143
S 0.86421 4.00840 2.19126
S 1.54742 2.71488 0.81785
```

Molar mass, g mol⁻¹: 521.227
E_LUMO (spin up / spin down), Eh: 0.09615 / 0.06135
HOMO (spin up / spin down), eV: -4.17 / -4.79
ΔE to the lowest compared entry with this formula, charge and spin, kcal/mol: 0.0
<S²>: 8.7632
Net charge: -1
Multiplicity: 6

=====

Molecular formula: C5H7N
Method: DFT, ωB97M-V/def2-TZVPD

Geometry as XYZ:
```
13
C5H7N ωB97M-V/def2-TZVPD
C 2.91051 0.32784 0.07124
C 1.78492 -0.08688 -0.11976
C 0.46585 -0.71140 -0.18802
C -0.79345 -0.03992 0.57100
C -2.02527 -0.47976 -0.15470
N -1.71656 1.14282 -0.07374
H 3.63618 1.01070 0.14071
H 0.79237 -1.57008 0.51093
H 0.27562 -0.88368 -1.21050
H -1.00572 -0.31951 1.64049
H -1.72766 -0.90829 -1.19070
H -2.96162 -0.76814 0.49599
H -1.04855 1.37993 -0.94919
```

Molar mass, g mol⁻¹: 81.118
E_LUMO, Eh: 0.03241
HOMO, eV: -9.89
ΔE to the lowest compared entry with this formula, charge and spin, kcal/mol: 125.4
Net charge: 0
Multiplicity: 1

=====

Molecular formula: C4H10N2S
Method: DFT, ωB97M-V/def2-TZVPD

Geometry as XYZ:
```
17
C4H10N2S ωB97M-V/def2-TZVPD
C -2.08506 -0.11568 -1.20601
C -1.13685 -0.43719 -0.04994
C -1.39257 -0.36384 1.54278
C 1.15028 -1.03786 -0.08315
H -1.27729 0.10870 -2.18302
H -2.75896 -1.24707 -1.56832
H -2.81697 1.06627 -1.12942
H -1.17053 -1.61159 -0.19871
H -1.54740 0.63051 1.84126
H -0.61702 -0.89670 2.16813
H -2.41048 -0.71454 1.71428
H 0.71890 1.53358 1.27988
H 0.86068 -2.09594 0.25642
H 2.77413 0.04163 -0.54448
N 0.25758 -0.18961 -0.20277
N 2.44384 -1.03594 -0.19945
S 0.63251 1.46821 -0.00266
```

Molar mass, g mol⁻¹: 118.205
E_LUMO, Eh: 0.01617
HOMO, eV: -8.95
ΔE to the lowest compared entry with this formula, charge and spin, kcal/mol: 118.7
Net charge: 0
Multiplicity: 1

=====

Molecular formula: C52H63O4TeTl
Method: DFT, ωB97M-V/def2-TZVPD

Geometry as XYZ:
```
121
C52H63O4TeTl ωB97M-V/def2-TZVPD
Tl 2.93777 3.29393 -0.68584
C 4.41367 1.95189 2.51308
O 3.28585 1.73871 1.67531
C 2.66933 0.51334 1.90762
C 3.12033 -0.63019 1.25752
C 4.25300 -0.63392 0.24437
C 3.73205 -1.00686 -1.12173
C 3.75692 -2.30780 -1.59350
C 3.15966 -2.68097 -2.79937
C 2.51610 -1.67812 -3.51782
C 2.47278 -0.36001 -3.07734
C 1.62415 0.68293 -3.76542
C 0.29575 0.78521 -3.03713
C -0.52892 -0.32875 -3.01961
C -1.69768 -0.38884 -2.26969
C -2.03662 0.73087 -1.52440
C -1.25266 1.88183 -1.52195
C -1.64500 3.04977 -0.63170
C -1.63195 2.61100 0.81411
C -2.77530 2.06406 1.39724
C -2.75976 1.47755 2.65402
C -1.53420 1.41674 3.31917
C -0.37511 1.95125 2.78170
C 0.97072 1.69467 3.42203
C 1.58473 0.45897 2.78633
C 0.98364 -0.76623 3.02334
C 1.40572 -1.93583 2.39941
C 2.46674 -1.83451 1.51401
C 0.69115 -3.25295 2.69719
C 1.21619 -4.39958 1.83303
C -0.81066 -3.09166 2.42213
C 0.89626 -3.61798 4.17314
C -0.45474 2.60745 1.55175
O 0.66912 3.24291 1.05101
C -4.00153 0.86188 3.29721
C -3.75157 -0.63102 3.55425
C -5.23632 0.98846 2.40488
C -4.28989 1.56702 4.62919
C -0.09505 1.89710 -2.29131
O 0.70424 3.03664 -2.28279
C 0.36097 3.96038 -3.30504
C -2.52361 -1.67383 -2.26670
C -3.06488 -1.93769 -3.67740
C -3.70332 -1.59771 -1.29724
C -1.62456 -2.84477 -1.84104
C 3.11288 0.00403 -1.88173
O 3.13182 1.24910 -1.47577
C 3.19687 -4.14174 -3.24655
C 2.47108 -4.35747 -4.57459
C 2.51353 -5.01760 -2.18603
C 4.65229 -4.59839 -3.41611
H 5.16646 1.17414 2.36222
H 4.11878 1.95969 3.56666
H 4.83381 2.92077 2.24549
H 5.00727 -1.35760 0.56376
H 4.71855 0.34937 0.19788
H 4.25605 -3.06063 -0.98882
H 2.01623 -1.91486 -4.45074
H 1.44360 0.39225 -4.80311
H 2.13450 1.64510 -3.75894
H -0.20770 -1.19720 -3.58342
H -2.92047 0.71778 -0.90077
H -2.64936 3.39098 -0.89440
H -0.95954 3.87868 -0.78760
H -3.69408 2.09922 0.82554
H -1.46952 0.92387 4.28349
H 0.83376 1.52243 4.49103
H 1.63982 2.54584 3.30929
H 0.13622 -0.79428 3.69981
H 2.80878 -2.70784 0.97453
H 1.07609 -4.19699 0.76880
H 0.67313 -5.31549 2.07456
H 2.27754 -4.58499 2.01047
H -0.98145 -2.82601 1.37789
H -1.25348 -2.31102 3.04202
H -1.33625 -4.02710 2.62985
H 1.95773 -3.74300 4.39697
H 0.38335 -4.55448 4.40566
H 0.50192 -2.84471 4.83487
H -3.52909 -1.15150 2.62015
H -4.63591 -1.09054 4.00221
H -2.91313 -0.78823 4.23480
H -5.10039 0.46875 1.45368
H -5.47921 2.03267 2.19703
H -6.09535 0.54049 2.90783
H -3.44853 1.48009 5.31814
H -5.16641 1.12574 5.10968
H -4.48461 2.62952 4.46926
H 0.45362 3.49773 -4.29112
H 1.05584 4.79647 -3.22884
H -0.66204 4.32498 -3.17277
H -3.71378 -1.12171 -4.00268
H -3.64367 -2.86447 -3.69345
H -2.25543 -2.03342 -4.40270
H -4.39477 -0.79528 -1.56408
H -3.36607 -1.43645 -0.26991
H -4.25755 -2.53796 -1.32343
H -0.78710 -2.98117 -2.52668
H -2.19783 -3.77488 -1.81410
H -1.21058 -2.66332 -0.84806
H 1.41527 -4.08573 -4.50350
H 2.52538 -5.41173 -4.85449
H 2.92280 -3.77346 -5.37898
H 1.47423 -4.70964 -2.04722
H 3.01693 -4.94251 -1.22040
H 2.52446 -6.06803 -2.48985
H 5.15558 -3.99894 -4.17724
H 4.69288 -5.64800 -3.71996
H 5.21192 -4.49471 -2.48535
Te 1.02536 5.01017 1.91956
C -0.46952 5.97671 0.82177
C -0.16027 6.58060 -0.39573
C -1.17365 7.09868 -1.18817
C -2.49521 7.01163 -0.76836
C -2.80520 6.41918 0.44778
C -1.79408 5.90302 1.24647
H 0.87019 6.63268 -0.72529
H -0.93395 7.56536 -2.13531
H -3.28586 7.41023 -1.39121
H -3.83535 6.35354 0.77388
H -2.03373 5.42625 2.18839
```

Molar mass, g mol⁻¹: 1084.055
E_LUMO, Eh: -0.01771
HOMO, eV: -6.68
ΔE to the lowest compared entry with this formula, charge and spin, kcal/mol: 0.0
Net charge: 0
Multiplicity: 1

=====

Molecular formula: C24H27F2N2
Method: DFT, ωB97M-V/def2-TZVPD

Geometry as XYZ:
```
55
C24H27F2N2 ωB97M-V/def2-TZVPD
C -3.02514 -2.86977 1.08211
C -2.27503 -1.53296 1.05905
C -1.35213 -1.30232 -0.12589
C 0.02727 -1.87540 0.12901
N 1.06072 -1.10912 0.30373
C 2.34448 -1.75360 0.41365
C 2.24653 -3.05550 1.16166
C 1.29498 -3.90124 0.37864
N 0.04037 -3.21730 0.26917
C -1.10627 -4.08756 -0.03335
C -2.15378 -4.11256 1.06878
H -3.67316 -2.90913 1.96694
H -3.69137 -2.89857 0.21244
H -3.02602 -0.73714 1.06686
H -1.73255 -1.43015 2.00696
H -1.75531 -1.73129 -1.04883
H -1.22555 -0.23532 -0.30054
H 2.73592 -1.94522 -0.60852
H 3.04797 -1.10463 0.92365
H 3.21890 -3.54957 1.18707
H 1.87299 -2.90888 2.18242
H 1.74666 -4.08261 -0.61482
H 1.09337 -4.84378 0.88348
H -1.55231 -3.79424 -0.99882
H -0.66432 -5.08859 -0.11632
H -1.67618 -4.26729 2.04588
H -2.80128 -4.97356 0.87644
F 4.59652 3.12648 -2.41248
C 4.23469 2.49949 -1.22983
C 5.21226 2.32497 -0.23753
C 4.81583 1.73334 0.98650
C 3.50018 1.28805 1.17079
C 2.50265 1.45232 0.15805
C 1.11481 1.16637 0.45561
C 0.18689 2.09302 -0.04342
C -1.19530 2.09561 0.13727
C -2.07023 2.85498 -0.70870
C -1.56948 3.74763 -1.70081
C -2.43969 4.69290 -2.23344
F -1.93275 5.70965 -3.01326
C -3.81255 4.70107 -1.97139
C -4.32864 3.65957 -1.17843
C -3.48254 2.76110 -0.54731
C 2.90480 2.09194 -1.07965
H 6.23714 2.65151 -0.40751
H 5.55390 1.65935 1.80669
H 3.23375 0.83949 2.13930
H 0.84093 0.55664 1.35879
H 0.60962 2.95741 -0.58072
H -1.69025 1.55181 0.95627
H -0.51875 3.76797 -1.98223
H -4.45857 5.48085 -2.38049
H -5.40721 3.57244 -1.02789
H -3.87141 1.98356 0.11341
H 2.21360 2.29779 -1.91841
```

Molar mass, g mol⁻¹: 381.490
E_LUMO, Eh: -0.18624
HOMO, eV: -11.55
ΔE to the lowest compared entry with this formula, charge and spin, kcal/mol: 20.7
Net charge: +1
Multiplicity: 1

=====

Molecular formula: C4H9NO
Method: DFT, ωB97M-V/def2-TZVPD

Geometry as XYZ:
```
15
C4H9NO ωB97M-V/def2-TZVPD
C -1.99377 1.05131 -0.56075
C -0.64293 0.71270 -1.18206
N 0.11614 -0.20521 -0.34598
C 0.93040 0.32328 0.46099
O 1.72042 -0.36879 1.29135
C 1.66656 -1.78403 1.14569
H -1.85968 1.60981 0.37304
H -2.59022 1.66490 -1.24474
H -2.55324 0.13882 -0.33195
H -0.08719 1.64517 -1.37695
H -0.79636 0.22788 -2.15213
H 1.10351 1.39998 0.58225
H 2.41066 -2.18181 1.83710
H 1.90537 -2.06875 0.11623
H 0.67033 -2.16526 1.38790
```

Molar mass, g mol⁻¹: 87.122
E_LUMO, Eh: 0.04078
HOMO, eV: -9.69
ΔE to the lowest compared entry with this formula, charge and spin, kcal/mol: 33.2
Net charge: 0
Multiplicity: 1